[1]
The following is a DFT calculation (ωB97M-V with the def2-TZVPD basis set) of a single C23H23F3N4O2 molecule.

- SMILES string: O=C(Nc1ccnn1C1CCN(Cc2ccccc2OC(F)F)CC1)c1cccc(F)c1
- LUMO level: 0.0197 Eh
- E_HOMO: -8.31 eV
- Kohn-Sham gap: 8.85 eV

```
! wB97M-V def2-TZVPD RIJCOSX def2/J DEFGRID3
* xyz 0 1
O 0.43116 -0.06713 3.87268
C 0.36144 -0.31788 2.68853
N 1.40182 -0.78591 1.93767
C 2.63379 -1.13950 2.46873
C 3.08862 -1.18049 3.77319
C 4.40126 -1.65501 3.66722
N 4.72956 -1.88772 2.41267
N 3.65416 -1.57716 1.68385
C 3.69612 -1.68815 0.24432
C 2.61681 -2.70064 -0.21859
C 1.60084 -2.19181 -1.24799
N 1.37362 -0.76502 -1.09003
C 0.23367 -0.29736 -1.86037
C -0.31648 1.02562 -1.39424
C 0.22682 1.77605 -0.36525
C -0.32839 2.99097 0.00248
C -1.44410 3.46765 -0.65459
C -2.02092 2.72700 -1.67457
C -1.45958 1.51636 -2.03300
O -1.97386 0.67983 -3.03713
C -3.17066 0.91886 -3.57467
F -3.22197 2.07688 -4.28544
F -4.16175 1.02929 -2.65603
C 2.60817 -0.09549 -1.47373
C 3.63460 -0.26444 -0.36120
C -0.90213 -0.13724 1.90943
C -1.71996 0.95066 2.19520
C -2.90378 1.13873 1.50610
C -3.29949 0.23572 0.53373
C -2.49056 -0.85711 0.28644
F -2.86266 -1.75292 -0.65742
C -1.30036 -1.06520 0.95551
H 1.29820 -0.82370 0.92115
H 2.54638 -0.90587 4.65159
H 5.10821 -1.83352 4.45233
H 4.68275 -2.11422 0.04271
H 2.08200 -3.03625 0.67183
H 3.10997 -3.58050 -0.63234
H 1.95929 -2.41371 -2.26840
H 0.65839 -2.72829 -1.11353
H -0.56822 -1.03682 -1.78684
H 0.47856 -0.21416 -2.93335
H 1.08763 1.40759 0.16661
H 0.11450 3.55887 0.80582
H -1.88038 4.41468 -0.37832
H -2.89889 3.10757 -2.17048
H -3.42210 0.09189 -4.25710
H 2.99557 -0.51267 -2.41902
H 2.41797 0.96634 -1.63595
H 4.61923 0.01450 -0.73641
H 3.39204 0.43268 0.44370
H -1.40971 1.64348 2.96179
H -3.52683 1.99188 1.72474
H -4.21438 0.36435 -0.02205
H -0.71767 -1.94887 0.74948
*
```

Atomic partial charges in e from the Löwdin method, atoms 1 to 4:
1. O 0.097
2. C -0.415
3. N 0.179
4. C -0.236

=====

[2]
The following is a DFT calculation (ωB97M-V with the def2-TZVPD basis set) of a 8-piece molecular cluster, C3H21O9 overall.

- LUMO level: 0.1149 Eh
- E_HOMO: -6.50 eV
- Kohn-Sham gap: 9.62 eV

```
! wB97M-V def2-TZVPD RIJCOSX def2/J DEFGRID3
* xyz -1 1
C -1.61729 1.57023 2.17955
O -1.27873 0.41870 2.87259
C -1.00888 1.84796 0.82343
C -0.88941 0.76425 -0.19498
O 0.23381 0.82468 -0.89663
H -2.72873 1.27774 1.88885
H -1.55893 2.43450 2.80149
H -0.01575 2.41635 1.00187
H -1.60408 2.64290 0.17224
H -1.14453 -0.20577 0.22837
H -1.81040 0.76653 -0.85215
H 1.10558 0.61642 -0.34391
H -2.24662 -1.39605 -0.96942
H -2.27966 -2.80269 -1.48361
O -2.91314 -2.08970 -1.26826
H 0.48469 1.35309 -3.29349
H -0.06447 2.02382 -2.24635
O 0.25188 2.27127 -3.09570
H -0.68896 -1.88903 0.50105
H 0.14971 -2.64654 -0.36327
O -0.65583 -2.72200 0.12030
H -0.31974 0.30622 2.92405
H 1.65357 -0.34424 3.57303
O 1.36973 0.37801 3.11608
H 0.25880 -1.47008 -2.29286
H 1.70569 -1.23860 -2.59970
O 0.92869 -1.69561 -2.93966
H 2.26538 -1.10385 -0.49577
H 3.39236 -1.63414 -1.30380
O 2.60282 -1.79162 -0.95383
H 1.58417 0.35407 2.01946
H 2.81179 0.49144 0.71851
O 2.02648 0.27175 0.65251
*
```

Atomic partial charges in e from the Löwdin method, atoms 1 to 4:
1. C -0.311
2. O -0.088
3. C -0.178
4. C -0.396

=====

[3]
The following is a DFT calculation (ωB97M-V with the def2-TZVPD basis set) of C4H5ClS as an isolated structure.

- LUMO level: 0.0199 Eh
- E_HOMO: -8.86 eV
- Kohn-Sham gap: 9.40 eV

```
! wB97M-V def2-TZVPD RIJCOSX def2/J DEFGRID3
* xyz 0 1
C -0.97438 0.13329 0.04546
C -0.47727 -1.18577 0.34411
C -0.46628 1.18141 0.85660
C -0.31059 2.27213 1.43997
H -0.73424 -0.39297 -2.43522
H -2.07900 0.40875 -0.25393
H -0.76065 -1.40183 1.42834
H -1.09575 -1.97181 -0.35132
H 0.02534 3.11246 1.84606
S -0.09375 0.36572 -1.50191
Cl 1.14797 -1.17721 0.45175
*
```

Atomic partial charges in e from the Löwdin method, atoms 1 to 4:
1. C -0.782
2. C -0.863
3. C -0.239
4. C 0.180

=====

[4]
The following is a DFT calculation (ωB97M-V with the def2-TZVPD basis set) of a 11-piece molecular cluster, C34H94N4O20 overall.

- SMILES string: COCCNCCOC.COCCNCCOC.COCCNCCOC.COCCNCCOC.OCCO.OCCO.OCCO.OCCO.OCCO.O.O
- LUMO level: 0.0091 Eh
- E_HOMO: -8.36 eV
- Kohn-Sham gap: 8.61 eV

```
! wB97M-V def2-TZVPD RIJCOSX def2/J DEFGRID3
* xyz 0 1
C 7.27195 5.34364 2.48723
O 6.63618 4.23264 3.06228
C 6.80500 3.06300 2.29787
C 5.68604 2.09498 2.67402
N 4.37149 2.61693 2.37580
C 3.27634 1.84272 2.93089
C 3.14614 1.91178 4.45673
O 2.70713 3.19743 4.87257
C 2.76516 3.44510 6.24637
H 6.69084 5.79144 1.67287
H 8.25639 5.11760 2.05855
H 7.45483 6.10330 3.24702
H 7.72355 2.49609 2.47769
H 6.66349 3.31147 1.23962
H 5.84722 1.86561 3.74744
H 5.84780 1.09927 2.24155
H 4.37312 3.56287 2.74755
H 3.41303 0.79218 2.68090
H 2.33479 2.25697 2.57307
H 4.09983 1.73665 4.96894
H 2.41961 1.16495 4.80433
H 3.77761 3.67705 6.58970
H 2.46005 2.52824 6.77564
H 2.06888 4.21148 6.57793
C -1.26687 -2.27159 2.47541
O -2.16498 -3.33610 2.72956
C -3.22900 -2.94229 3.56872
C -4.10217 -4.15702 3.90710
N -5.53030 -3.90467 4.10013
C -6.22992 -3.66733 2.85229
C -7.59064 -3.06816 3.11058
O -8.27497 -2.94081 1.88008
C -9.64860 -2.78550 2.05864
H -1.79421 -1.45731 1.96597
H -0.55433 -2.63556 1.73688
H -0.77841 -1.92962 3.39046
H -3.82884 -2.18066 3.04288
H -2.83293 -2.45308 4.46831
H -3.72160 -4.51548 4.86784
H -3.98289 -4.95749 3.17934
H -5.64303 -3.11519 4.72763
H -6.33393 -4.58231 2.25731
H -5.68526 -3.02677 2.13931
H -7.45753 -2.07912 3.56906
H -8.16833 -3.70393 3.78928
H -10.12344 -3.69772 2.45610
H -10.16449 -2.60446 1.11778
H -9.93206 -2.00524 2.77505
C -3.06702 4.82458 -2.64989
O -2.96568 3.42531 -2.54330
C -4.08658 2.81942 -1.89302
C -3.89525 1.33481 -1.96347
N -4.17051 0.79796 -3.27882
C -3.89581 -0.63147 -3.43883
C -4.52478 -1.51034 -2.37246
O -3.80444 -1.38152 -1.16453
C -4.15368 -2.29411 -0.16311
H -4.05343 5.16831 -2.98625
H -2.32422 5.14976 -3.37190
H -2.93101 5.29254 -1.66873
H -4.95161 3.07437 -2.51862
H -4.22412 3.21636 -0.88560
H -4.51366 0.82493 -1.22567
H -2.87763 1.05578 -1.63656
H -3.67500 1.31777 -3.99123
H -2.80536 -0.75857 -3.33508
H -4.16936 -0.96386 -4.43750
H -4.59018 -2.53950 -2.74546
H -5.56722 -1.21470 -2.18835
H -5.20875 -2.57729 -0.06956
H -3.82011 -1.90684 0.79641
H -3.65840 -3.25698 -0.34722
C 2.14635 -5.31297 -3.57231
O 2.42738 -3.97263 -3.20877
C 3.78436 -3.77143 -2.86522
C 4.11299 -2.29835 -2.80522
N 3.78163 -1.51735 -1.61746
C 4.63991 -1.84556 -0.46590
C 4.21091 -0.99561 0.72881
O 2.87843 -1.22240 1.12653
C 2.59281 -2.49736 1.64262
H 2.14219 -5.97200 -2.70043
H 2.84883 -5.67210 -4.33147
H 1.16964 -5.30324 -4.05733
H 4.42681 -4.29727 -3.58506
H 4.02479 -4.30001 -1.92552
H 3.58071 -1.85029 -3.64979
H 5.16899 -2.15280 -3.03739
H 2.87084 -1.74367 -1.20775
H 5.69861 -1.69478 -0.69267
H 4.57022 -2.90073 -0.16204
H 4.35025 0.05324 0.46608
H 4.84810 -1.22365 1.59399
H 1.73893 -2.33773 2.30277
H 3.40762 -2.91724 2.24472
H 2.29413 -3.24646 0.90211
O -1.46506 3.39731 2.01398
C -0.37624 3.44905 2.95573
C -0.57897 2.36847 3.98491
O -0.25909 1.06511 3.48705
H -1.44497 2.49097 1.67232
H 0.54613 3.39421 2.37659
H -0.44433 4.40471 3.47387
H -1.56760 2.42690 4.44719
H 0.10343 2.55687 4.82879
H -0.22022 0.42237 4.19776
O -1.08215 0.87360 0.73979
C 0.01565 0.43633 -0.04496
C -0.11716 0.44984 -1.55056
O -0.21295 1.77853 -2.05976
H -0.83372 0.64635 1.65236
H 0.84429 1.10428 0.23726
H 0.33622 -0.56706 0.26467
H -0.94945 -0.15827 -1.91316
H 0.80922 -0.00110 -1.90820
H -1.10425 2.12702 -1.90742
O -1.03901 -3.66362 -3.82940
C -1.33503 -3.36377 -2.49249
C -0.34458 -3.80020 -1.42084
O 0.73794 -2.85556 -1.31772
H -0.87529 -2.83717 -4.31061
H -1.54400 -2.29760 -2.36205
H -2.31504 -3.79200 -2.23026
H 0.06148 -4.81217 -1.49859
H -0.83286 -3.72204 -0.44484
H 1.31436 -3.05598 -2.07861
O 1.50696 5.42164 -2.66031
C 0.54680 5.29386 -1.64036
C 1.01498 4.44278 -0.45486
O 2.17763 4.96551 0.16727
H 1.86676 4.54319 -2.88917
H 0.24666 6.28740 -1.29620
H -0.36602 4.84765 -2.05635
H 1.23862 3.43337 -0.79291
H 0.17720 4.39841 0.25293
H 2.10121 5.92293 0.21239
O 1.58451 -1.47071 -6.92068
C 1.70762 -1.15202 -5.53933
C 0.47848 -0.43507 -5.00644
O -0.72075 -1.16969 -5.24084
H 1.42106 -0.67199 -7.43338
H 1.81779 -2.11459 -5.04187
H 2.53774 -0.44427 -5.42085
H 0.36815 0.54319 -5.48881
H 0.55572 -0.22232 -3.94088
H -1.04697 -1.07961 -6.13722
O 2.03183 2.78189 -3.57701
H 2.77700 2.21783 -3.26606
H 1.29734 2.55281 -2.98265
O 3.97763 1.09448 -2.65217
H 3.86244 0.18197 -2.29064
H 4.17348 1.64560 -1.88323
*
```

Atomic partial charges in e from the Löwdin method, atoms 1 to 4:
1. C -0.120
2. O -0.180
3. C -0.231
4. C -0.235

=====

[5]
The following is a DFT calculation (ωB97M-V with the def2-TZVPD basis set) of a 2-piece molecular cluster, C4H8O3 overall.

- LUMO level (alpha / beta): 0.1350 / 0.1349 Eh
- E_HOMO (alpha / beta): -2.54 / -1.61 eV
- Kohn-Sham gap (alpha / beta): 6.22 / 5.28 eV
- Expectation value of S²: 0.760

```
! wB97M-V def2-TZVPD RIJCOSX def2/J DEFGRID3
* xyz -1 2
O -0.22859 0.54905 -0.61708
C 0.80967 0.22199 0.13311
O 1.60170 -0.48849 -0.65431
C 2.60086 -1.28280 -0.03046
H 3.57835 -0.83961 -0.25483
H 2.44257 -1.31260 1.05460
H 2.54547 -2.29699 -0.44540
C -1.42772 0.95438 0.04869
H -1.23084 1.00366 1.12815
H -1.64960 1.96647 -0.31487
C -2.55864 -0.00003 -0.26806
H -2.71815 -0.07174 -1.35271
H -2.34359 -1.00341 0.12448
H -3.48566 0.36582 0.19404
O 2.06415 2.23428 1.25465
*
```

Atomic partial charges in e from the Löwdin method, atoms 1 to 4:
1. O -0.094
2. C -0.191
3. O -0.127
4. C -0.104

=====

[6]
The following is a DFT calculation (ωB97M-V with the def2-TZVPD basis set) of a 3-piece molecular cluster, C18H34BINO13P overall.

- SMILES string: COCCCC(=O)O[C@](C[C@H](C)I)(B(O)OC)P(=N)(O)O.C[C@@H]1COC(=O)O1.C[C@@H]1COC(=O)O1
- LUMO level: -0.0041 Eh
- E_HOMO: -8.95 eV
- Kohn-Sham gap: 8.84 eV

```
! wB97M-V def2-TZVPD RIJCOSX def2/J DEFGRID3
* xyz 0 1
C -0.66283 -0.03989 3.79714
O -1.88551 -0.21697 3.00062
C -1.72580 0.23094 1.60996
C -2.40521 -0.85581 0.58523
C -2.27865 -2.42284 1.04709
C -0.76748 -2.91249 1.45269
O -0.67055 -4.16781 1.97357
O 0.46201 -2.11535 1.36201
C 1.42630 -2.65363 0.39629
C 2.36255 -3.88202 0.93996
C 3.02613 -3.65654 2.42127
C 4.59759 -4.22111 2.32360
I 2.08563 -4.93828 3.98844
B 2.47233 -1.38614 0.05592
O 3.90100 -1.58230 -0.25653
O 1.81500 -0.03141 0.08121
C 1.70582 0.50932 -1.29326
P 0.69965 -3.19090 -1.28469
N -0.32143 -2.08928 -1.89544
O -0.11754 -4.75882 -1.16339
O 2.04005 -3.34133 -2.39678
H -0.68705 0.86110 4.55032
H -0.56579 -1.01854 4.47417
H 0.33096 0.02078 3.18305
H -2.28724 1.26930 1.43244
H -0.62209 0.39772 1.26032
H -2.03055 -0.63301 -0.51053
H -3.57289 -0.60718 0.57316
H -2.97065 -2.66436 1.98859
H -2.64444 -3.13272 0.17789
H 3.14356 -4.11957 0.08324
H 1.67046 -4.84248 1.01286
H 3.07392 -2.54233 2.78283
H 5.37325 -3.33651 2.18138
H 4.91970 -4.78970 3.32003
H 4.75216 -4.98473 1.44489
H 4.44218 -1.27912 0.55144
H 1.99697 -0.38855 -2.01572
H 0.65621 0.96084 -1.55384
H 2.47954 1.40629 -1.37740
H 0.04003 -1.71354 -2.81960
H -1.05134 -4.62255 -1.55461
H 2.06498 -2.51347 -2.98202
C 4.05567 6.39377 -0.25531
C 3.16739 5.17275 -0.38625
C 3.90855 3.93759 -0.80011
O 2.90986 3.18778 -1.46694
C 2.01256 4.09316 -1.96167
O 1.13379 3.82623 -2.76214
O 2.23546 5.33852 -1.44130
H 4.47746 6.68209 -1.22400
H 3.47080 7.24980 0.09686
H 4.87332 6.21766 0.45057
H 2.60613 5.01136 0.54207
H 4.30108 3.38275 0.05669
H 4.72578 4.13206 -1.50424
C -6.79218 1.95740 -3.16300
C -5.97885 2.13142 -1.89600
C -5.06107 0.98070 -1.61362
O -4.94252 1.01990 -0.20341
C -6.09434 1.58816 0.26563
O -6.43106 1.59850 1.43642
O -6.81953 2.13968 -0.75482
H -7.48624 1.11480 -3.07518
H -7.40402 2.84726 -3.34378
H -6.14642 1.79739 -4.03203
H -5.43284 3.08217 -1.92400
H -4.08314 1.10418 -2.08738
H -5.47661 0.00792 -1.90084
*
```

Atomic partial charges in e from the Löwdin method, atoms 1 to 4:
1. C -0.120
2. O -0.231
3. C -0.205
4. C -0.163

=====

Relative energy (zero: lowest compared OMol25 entry of this formula, charge and spin): 0.943, 2.875, 3.922, 0.000, 4.119, 3.954 (eV)